(1)
The following is a DFT calculation (ωB97M-V with the def2-TZVPD basis set) of C34H33N5O8PdS as an isolated structure.

Last column: Mulliken charge in e.
Positions of all 82 atoms, in Å:
Pd1 0.35672 0.43875 0.77928  0.767
C1 3.43443 -5.56891 3.26777  -0.687
O1 2.10053 -5.57869 3.71730  -0.471
C2 1.36440 -4.43529 3.47708  1.112
C3 -0.00322 -4.52963 3.76560  -0.946
C4 -0.79428 -3.42922 3.49606  -0.440
C5 -0.30294 -2.21843 3.00051  0.110
C6 -1.23797 -1.13344 2.62737  0.522
C7 -2.57762 -1.50898 2.00862  -0.945
O2 -0.98640 0.06421 2.71288  -0.684
C8 1.11364 -2.09313 2.76567  -0.642
O3 1.66527 -1.03569 2.33469  -0.853
C9 1.90699 -3.27199 2.98879  -0.113
H1 3.83985 -6.55700 3.48200  0.248
H2 4.03436 -4.81615 3.78815  0.306
H3 3.49231 -5.37603 2.19214  0.232
H4 -0.40900 -5.45103 4.16264  0.396
H5 -1.85540 -3.50569 3.71264  0.399
H6 -2.82162 -2.56766 2.08423  0.458
H7 -2.50614 -1.24875 0.94862  -0.144
H8 -3.37176 -0.90660 2.45383  0.264
H9 2.96084 -3.17814 2.76346  0.262
C10 -2.61869 4.65867 -0.65900  -1.116
N1 -1.17511 4.71021 -0.44367  -0.323
N2 -0.77283 4.09040 0.75320  0.574
C11 0.32433 3.23628 0.51690  0.708
O4 0.94179 2.64860 1.38453  -0.774
C12 0.52642 3.28497 -0.92435  -0.580
C13 -0.37882 4.11315 -1.44477  0.540
C14 -0.64677 4.43707 -2.87186  -1.680
C15 -1.17749 4.56887 1.99650  0.367
C16 -1.16157 3.69574 3.08998  -0.611
C17 -1.56316 4.16357 4.33000  -0.683
C18 -1.99208 5.47699 4.50327  -0.423
C19 -2.00238 6.33460 3.41315  -0.598
C20 -1.59346 5.88870 2.16225  -0.260
H10 -3.12718 5.04302 0.22244  0.459
H11 -2.96707 3.63711 -0.85136  0.168
H12 -2.86517 5.29648 -1.50650  0.428
H13 1.28047 2.70554 -1.43492  0.237
H14 0.13086 3.99299 -3.49009  0.415
H15 -0.66207 5.51752 -3.03912  0.368
H16 -1.60678 4.02962 -3.19871  0.327
H17 -0.82503 2.67444 2.95404  0.615
H18 -1.55064 3.48112 5.17129  0.415
H19 -2.31219 5.82559 5.47781  0.358
H20 -2.31775 7.36491 3.53399  0.346
H21 -1.56677 6.56283 1.31561  0.457
O5 -1.25970 0.90423 -1.19093  -0.623
C21 -1.01773 -0.24894 -1.60560  0.306
O6 -0.19133 -1.08085 -1.18200  -0.668
C22 -1.87073 -0.71703 -2.77468  0.066
C23 -3.25787 -0.73386 -2.66142  -0.369
C24 -4.05898 -1.19916 -3.69706  -0.499
C25 -3.48762 -1.62401 -4.88675  -0.622
C26 -2.10841 -1.58338 -4.98946  0.174
C27 -1.29238 -1.16041 -3.95930  -0.214
N3 -1.48515 -2.02088 -6.26535  1.047
O7 -2.22286 -2.37992 -7.16688  -0.667
O8 -0.27689 -1.99746 -6.35017  -0.614
H22 -3.69960 -0.37350 -1.74014  0.442
H23 -5.13606 -1.22331 -3.58354  0.364
H24 -4.07891 -1.97832 -5.71769  0.448
H25 -0.21736 -1.18182 -4.07098  0.385
N4 3.33841 1.10403 0.88027  -0.382
C28 3.39476 0.38808 -0.26329  0.301
S1 4.06657 1.06492 -1.67721  -0.463
N5 3.01612 -0.89135 -0.11612  0.600
C29 3.11631 -1.91158 -1.08484  -0.160
C30 2.57518 -1.77128 -2.35769  -0.006
C31 2.67858 -2.80828 -3.26942  -0.686
C32 3.32291 -3.99334 -2.92660  -0.474
C33 3.85331 -4.13702 -1.65273  -0.499
C34 3.74823 -3.09816 -0.73547  -0.094
H26 3.31298 2.10008 0.75012  0.267
H27 2.71171 0.76231 1.60792  0.215
H28 2.59984 -1.13211 0.79907  -0.145
H29 2.05477 -0.85741 -2.59778  0.294
H30 2.23607 -2.69789 -4.25320  0.354
H31 3.40145 -4.80104 -3.64519  0.368
H32 4.35691 -5.05468 -1.37061  0.341
H33 4.15363 -3.19817 0.26476  0.331

Values from the calculation:
LUMO level: 3.8 eV
HOMO energy: 0.11 eV
charge: -2
energy above the lowest of the compared OMol25 structures with the same formula, charge and spin: 33.9 kJ/mol
HOMO-LUMO gap: 0.1358 hartree

---

(2)
The following is a DFT calculation (ωB97M-V with the def2-TZVPD basis set) of C34H34BrN3O4RuSe as an isolated structure.

Last column: natural (NBO) charge in e.
Positions of all 78 atoms, in Å:
Ru1 -0.41201 0.96044 -1.11656  1.494
C1 -3.04441 4.08296 -2.68142  -0.686
C2 -2.24034 3.42473 -1.58307  0.522
O1 -1.11799 2.93575 -1.91149  -0.719
C3 -2.73907 3.43748 -0.28517  -0.487
C4 -2.05531 2.95723 0.84385  0.339
C5 -2.63690 3.29891 2.19195  -0.660
N1 -0.95990 2.22151 0.77081  -0.446
N2 -0.38612 2.02275 2.01240  -0.323
C6 0.46341 1.08338 2.10348  0.499
O2 0.72734 0.23034 1.08908  -0.760
C7 1.18088 0.85240 3.37863  -0.116
C8 1.14460 1.80826 4.39550  -0.172
C9 1.81955 1.59087 5.58302  -0.221
C10 2.54284 0.41802 5.77582  -0.220
C11 2.57724 -0.53704 4.77250  -0.236
C12 1.89882 -0.32306 3.57941  -0.147
H1 -2.69258 3.72344 -3.64588  0.232
H2 -2.91979 5.16762 -2.63733  0.215
H3 -4.10463 3.85505 -2.57261  0.220
H4 -3.69694 3.91122 -0.12187  0.200
H5 -3.57176 3.84179 2.06933  0.205
H6 -1.93657 3.90862 2.76299  0.228
H7 -2.81330 2.39185 2.76986  0.231
H8 0.58198 2.71657 4.22849  0.233
H9 1.78545 2.33999 6.36438  0.207
H10 3.07239 0.25141 6.70548  0.206
H11 3.12705 -1.45869 4.91712  0.208
H12 1.90612 -1.08301 2.80894  0.219
C13 3.43905 1.80483 0.06824  -0.422
N3 3.21585 0.36880 0.23051  -0.488
C14 4.33621 -0.24553 0.92308  -0.402
C15 2.86879 -0.37584 -1.02074  -0.271
C16 2.61613 0.47386 -2.23827  0.023
C17 3.65687 0.66153 -3.14660  -0.257
C18 3.45821 1.38646 -4.31130  -0.238
C19 2.19976 1.91085 -4.56804  -0.232
C20 1.16453 1.71976 -3.66111  -0.213
C21 1.33676 1.00508 -2.46850  -0.437
H13 3.57554 2.24257 1.05913  0.197
H14 2.57714 2.27468 -0.40254  0.230
H15 4.32205 2.02749 -0.54441  0.180
H16 1.73031 0.21088 0.91124  0.522
H17 5.26389 -0.17984 0.33544  0.170
H18 4.12372 -1.29819 1.11474  0.202
H19 4.49475 0.24984 1.88215  0.203
H20 1.96655 -0.96561 -0.82937  0.237
H21 3.67834 -1.08149 -1.22765  0.183
H22 4.62993 0.22344 -2.94257  0.189
H23 4.27058 1.52583 -5.01499  0.197
H24 2.01795 2.46454 -5.48259  0.199
H25 0.18895 2.13078 -3.88873  0.229
Br1 -2.87020 -6.05718 3.71341  0.009
C22 -2.42139 -4.60413 2.56583  -0.066
C23 -2.34859 -3.32632 3.09368  -0.263
C24 -2.03695 -2.27149 2.24807  -0.181
C25 -1.77778 -2.49850 0.90236  -0.048
C26 -1.83881 -3.79098 0.39867  -0.180
C27 -2.17591 -4.85265 1.22634  -0.261
C28 -1.41037 -1.34247 0.01462  0.745
O3 -0.43474 -1.47878 -0.76227  -0.733
O4 -2.07006 -0.28237 0.12463  -0.716
H26 -2.53948 -3.15738 4.14462  0.220
H27 -1.99723 -1.25849 2.62970  0.230
H28 -1.61924 -3.96044 -0.64866  0.242
H29 -2.24008 -5.85969 0.83730  0.219
Se1 -2.24180 0.41390 -3.04188  -0.200
C29 -2.33660 -1.48734 -3.11055  -0.169
C30 -3.46520 -2.15882 -2.64103  -0.268
C31 -3.54271 -3.54425 -2.70091  -0.164
C32 -2.48641 -4.28280 -3.21699  -0.277
C33 -1.35110 -3.62127 -3.67155  -0.220
C34 -1.27708 -2.23810 -3.62063  -0.220
H30 -4.27766 -1.58198 -2.21716  0.220
H31 -4.42827 -4.04862 -2.33117  0.192
H32 -2.54344 -5.36405 -3.25891  0.199
H33 -0.51448 -4.18810 -4.06341  0.201
H34 -0.38629 -1.72322 -3.95889  0.223

Values from the calculation:
LUMO level (spin up / spin down): 2.4 / 2.2 eV
HOMO energy (spin up / spin down): -3.94 / -4.40 eV
charge: -1
multiplicity: 6
HOMO-LUMO gap (spin up / spin down): 0.2345 / 0.2435 hartree
<S²>: 8.7635

---

(3)
The following is a DFT calculation (ωB97M-V with the def2-TZVPD basis set) of C34H34ClLaN14O4S4 as an isolated structure.

Last column: Mulliken charge in e.
Positions of all 92 atoms, in Å:
La1 0.36091 -0.27436 -0.05104  0.600
N1 4.72317 -2.96874 0.62769  -0.325
C1 3.35918 -2.91752 0.73594  0.348
S1 2.41205 -3.82668 -0.32801  -0.448
N2 2.98461 -2.23223 1.82552  -1.472
N3 1.90055 -1.46805 1.84389  1.418
C2 1.34600 -1.37452 3.01679  -1.449
C3 0.45314 -0.28319 3.36323  1.191
C4 -0.15162 -0.25551 4.62883  -1.063
C5 -0.84189 0.86068 5.02513  -0.511
C6 -0.89536 1.96186 4.17157  -0.914
C7 -0.30625 1.84100 2.93512  -0.431
N4 0.33621 0.74533 2.51074  0.666
H1 5.10819 -3.71903 0.08170  0.216
H2 5.26393 -2.55087 1.36511  0.214
H3 1.63947 -2.06655 3.79820  0.260
H4 -0.07999 -1.13362 5.25752  0.473
H5 -1.34595 0.88142 5.98406  0.348
H6 -1.41937 2.86889 4.43963  0.404
H7 -0.33674 2.66554 2.23176  0.416
O1 5.23420 0.27920 -0.80389  -0.800
C8 5.39815 -0.61773 -1.78629  0.504
C9 6.71087 -0.83245 -2.21684  -0.653
C10 6.98068 -1.75372 -3.20963  -0.193
C11 5.94649 -2.47694 -3.79997  -0.864
C12 4.64356 -2.24767 -3.38886  -0.439
C13 4.34060 -1.32022 -2.39614  -0.075
C14 2.92458 -1.07482 -1.98045  0.652
O2 2.73662 -0.44369 -0.89096  0.373
N5 2.00457 -1.50509 -2.82790  -0.969
N6 0.73197 -1.20122 -2.44389  0.845
C15 -0.18265 -1.68204 -3.18692  -1.090
C16 -1.59806 -1.36795 -2.95676  0.888
C17 -2.57276 -2.07259 -3.66041  -1.025
C18 -3.90215 -1.74306 -3.48637  -0.347
C19 -4.22274 -0.69936 -2.63334  -0.858
C20 -3.18993 -0.06363 -1.96388  0.106
N7 -1.90408 -0.38826 -2.09623  0.369
H8 4.28328 0.24652 -0.52899  0.014
H9 7.50173 -0.26736 -1.73838  0.404
H10 8.00716 -1.91677 -3.52128  0.350
H11 6.15711 -3.21496 -4.56412  0.360
H12 3.81534 -2.79554 -3.81789  0.417
H13 0.08459 -2.35089 -4.00250  0.247
H14 -2.26893 -2.87738 -4.31769  0.416
H15 -4.67835 -2.29400 -4.00512  0.387
H16 -5.24596 -0.39329 -2.45948  0.542
H17 -3.42016 0.74564 -1.28499  0.091
N8 -7.36982 -2.90071 -1.25235  -0.658
C21 -6.35486 -2.36919 -0.42694  1.131
C22 -6.48244 -1.08955 0.10923  -0.887
C23 -5.48978 -0.57025 0.92649  -0.116
C24 -4.36652 -1.33722 1.22361  -1.096
C25 -4.24563 -2.62424 0.71382  -0.376
C26 -5.23878 -3.13485 -0.10660  -0.905
S2 -3.03153 -0.65329 2.16301  1.764
O3 -2.27641 -1.76557 2.66113  -0.773
O4 -3.62858 0.26375 3.10324  -0.774
N9 -2.08280 0.09146 1.07171  0.583
C27 -2.38672 1.35353 0.68506  -0.418
N10 -1.38102 1.93033 -0.01706  0.957
C28 -1.55864 3.14261 -0.50084  -0.471
C29 -2.72881 3.85653 -0.29653  -1.065
C30 -3.70674 3.19425 0.42976  -0.461
N11 -3.57465 1.96813 0.90769  -0.344
H18 -7.89178 -2.19620 -1.75062  0.232
H19 -7.03655 -3.61271 -1.88416  0.248
H20 -7.36030 -0.49531 -0.12763  0.268
H21 -5.56276 0.42794 1.33663  0.478
H22 -3.35985 -3.20369 0.94506  0.590
H23 -5.13346 -4.13262 -0.52065  0.301
H24 -0.72229 3.53174 -1.07287  0.391
H25 -2.87033 4.85289 -0.68965  0.413
H26 -4.66322 3.67470 0.62817  0.440
Cl1 1.05936 1.89039 -1.81821  -0.768
C31 2.15746 4.61064 -0.53420  -1.047
N12 2.80990 3.41946 -0.01619  0.021
C32 3.04380 3.16949 1.29027  0.388
S3 3.27506 1.61904 1.84550  -0.326
N13 3.01733 4.25155 2.16688  -0.258
C33 3.89207 5.40047 1.96049  -0.949
H27 1.54305 4.30103 -1.37910  0.320
H28 2.86803 5.36060 -0.88633  0.313
H29 1.51287 5.06296 0.22147  0.366
H30 2.60027 2.57403 -0.55099  0.103
H31 3.08201 3.87972 3.10473  0.303
H32 3.96178 5.65686 0.91030  0.321
H33 4.90767 5.19876 2.31751  0.304
H34 3.50055 6.26871 2.49181  0.289
S4 -0.89192 -2.95912 -0.18487  -0.040
C34 -0.46765 -3.84257 1.19310  0.435
N14 -0.19331 -4.48903 2.11492  -0.817

Values from the calculation:
LUMO level (spin up / spin down): 3.9 / 3.9 eV
HOMO energy (spin up / spin down): -1.56 / -1.57 eV
charge: -2
energy above the lowest of the compared OMol25 structures with the same formula, charge and spin: 56.1 kJ/mol
HOMO-LUMO gap (spin up / spin down): 0.2016 / 0.2016 hartree

---

(4)
The following is a DFT calculation (ωB97M-V with the def2-TZVPD basis set) of C34H34CoN4O4PS as an isolated structure.

Last column: Mulliken spin population.
Positions of all 79 atoms, in Å:
Co1 -0.34843 -0.08265 0.15997  1.010
C1 -3.35811 0.48900 0.17688  0.004
C2 -3.23703 0.75549 1.66726  -0.001
C3 -2.76595 2.18012 1.93253  0.002
C4 -2.33437 -0.30180 2.31045  0.003
C5 -2.28464 -0.26634 3.84116  -0.001
O1 -0.87815 -0.18352 4.16088  -0.001
C6 -0.19287 -0.07095 3.01740  -0.029
N1 -0.91515 -0.11722 1.93871  0.011
C7 1.23181 0.08511 3.13852  -0.009
C8 1.79128 0.13235 4.55395  0.001
C9 4.15783 0.72600 4.46417  0.000
C10 4.99159 0.86542 3.41582  0.000
C11 4.63818 0.40348 2.10402  -0.002
C12 3.41959 0.11234 1.60189  0.004
P1 2.86556 -0.15547 -0.07139  0.007
C13 3.22847 -1.72516 -0.82869  -0.004
C14 4.41069 -1.92323 -1.54153  0.000
C15 4.70690 -3.17821 -2.04418  0.000
C16 3.82400 -4.23262 -1.84684  0.000
C17 2.64582 -4.03726 -1.14150  0.002
C18 2.35113 -2.78815 -0.62202  0.002
C19 3.24664 1.15246 -1.22022  0.001
C20 3.45244 2.43644 -0.70969  -0.001
C21 3.67479 3.49737 -1.56952  0.000
C22 3.68971 3.28057 -2.94078  0.000
C23 3.47607 2.00835 -3.45446  0.000
C24 3.25015 0.94410 -2.59823  -0.001
H1 -4.00161 1.22163 -0.31268  0.000
H2 -3.72723 -0.51219 -0.04539  0.000
H3 -2.39411 0.60261 -0.34279  0.001
H4 -4.22961 0.61864 2.10971  0.000
H5 -1.82976 2.39123 1.41026  0.000
H6 -2.60812 2.38100 2.99348  0.001
H7 -3.50574 2.89630 1.57504  0.000
H8 -2.64744 -1.28979 1.95990  -0.004
H9 -2.67759 -1.16448 4.31048  0.000
H10 -2.77126 0.61105 4.26540  0.000
H11 1.25920 -0.62906 5.13192  0.000
H12 4.23472 1.37652 5.33067  0.000
H13 5.88679 1.46691 3.50257  0.000
H14 5.44278 0.41121 1.37224  0.000
H15 5.09928 -1.10407 -1.71234  0.000
H16 5.62365 -3.33107 -2.59724  0.000
H17 4.05603 -5.20922 -2.25038  0.000
H18 1.95113 -4.85412 -1.00278  0.000
H19 1.42798 -2.63713 -0.07522  0.013
H20 3.43639 2.60522 0.36040  0.000
H21 3.83585 4.49037 -1.17301  0.000
H22 3.86637 4.10959 -3.61349  0.000
H23 3.48145 1.84614 -4.52377  0.000
H24 3.05327 -0.04066 -3.00207  0.000
C25 3.46730 -1.60249 4.07113  0.000
N2 3.18974 -0.25046 4.51330  0.000
C26 1.57746 1.47899 5.23162  0.000
C27 1.96222 0.06357 1.98371  -0.030
N3 1.41431 -0.09714 0.71012  0.038
H25 4.52252 -1.81556 4.22667  0.000
H26 3.22612 -1.80024 3.02043  0.000
H27 2.87643 -2.28492 4.68508  0.000
H28 1.97951 1.47046 6.24569  0.000
H29 0.51148 1.68938 5.29298  0.000
H30 2.04658 2.28580 4.66683  0.000
O2 -0.27340 1.90222 -1.32582  0.011
C28 -0.41680 0.92550 -2.04633  -0.005
N4 0.29868 -0.24937 -1.79559  -0.019
S1 -0.63884 -1.51615 -2.24415  -0.011
O3 0.00227 -2.52184 -3.02613  0.001
O4 -1.25678 -1.93574 -0.97798  0.008
C29 -1.79485 -0.58808 -3.20580  0.003
C30 -2.83112 -1.04450 -3.99612  0.000
C31 -3.61536 -0.07736 -4.61337  0.000
C32 -3.36607 1.28186 -4.42824  0.000
C33 -2.32454 1.71950 -3.62133  0.000
C34 -1.52934 0.75705 -3.02351  -0.007
H31 -3.02164 -2.09993 -4.13296  0.000
H32 -4.43436 -0.38332 -5.25034  0.000
H33 -3.99785 2.00471 -4.92644  0.000
H34 -2.12818 2.77162 -3.46611  0.000

Values from the calculation:
LUMO level (spin up / spin down): -2.8 / -2.8 eV
HOMO energy (spin up / spin down): -10.71 / -10.70 eV
charge: +1
energy above the lowest of the compared OMol25 structures with the same formula, charge and spin: 198.5 kJ/mol
multiplicity: 2
HOMO-LUMO gap (spin up / spin down): 0.2900 / 0.2896 hartree
<S²>: 0.7905